Computed, not measured: the molecule C8H12O3 in a non-equilibrium geometry, with the ωB97M-V functional and the def2-TZVPD basis.

Output
**Largest force on an atom**: 0.0670 hartree/bohr
**HOMO**: -8.67 eV
**SMILES**: CC(=O)[C@H]1[C@@H](O)C=CO[C@@H]1C

Geometry (Å):
C: 2.638 0.080 -0.930
C: 1.615 -0.487 -0.021
O: 1.951 -1.259 0.898
C: 0.093 -0.259 -0.263
C: -0.729 -1.582 -0.141
O: -0.791 -1.889 1.256
C: -2.152 -1.304 -0.563
C: -2.554 0.002 -0.408
O: -1.881 1.059 0.043
C: -0.545 0.854 0.576
C: 0.058 2.213 0.763
H: 2.460 1.148 -1.038
H: 2.667 -0.408 -1.923
H: 3.587 -0.041 -0.450
H: 0.021 0.183 -1.303
H: -0.294 -2.442 -0.691
H: 0.156 -1.958 1.539
H: -2.738 -2.169 -0.840
H: -3.585 0.210 -0.711
H: -0.720 0.327 1.518
H: 0.230 2.867 -0.130
H: -0.481 2.913 1.432
H: 0.994 1.943 1.388

Okay, here come the Löwdin numbers, in e, for every atom: atom 1 (C): -0.01, atom 2 (C): -0.35, atom 3 (O): 0.06, atom 4 (C): -0.15, atom 5 (C): -0.33, atom 6 (O): -0.05, atom 7 (C): -0.01, atom 8 (C): -0.14, atom 9 (O): -0.03, atom 10 (C): -0.32, atom 11 (C): -0.03, atom 12 (H): 0.08, atom 13 (H): 0.11, atom 14 (H): 0.08, atom 15 (H): 0.17, atom 16 (H): 0.15, atom 17 (H): 0.09, atom 18 (H): 0.10, atom 19 (H): 0.12, atom 20 (H): 0.15, atom 21 (H): 0.10, atom 22 (H): 0.09, atom 23 (H): 0.12


Computed, not measured: a structure of composition C8H12O8V in a non-equilibrium geometry, with the ωB97M-V functional and the def2-TZVPD basis.

Output
**Largest force on an atom**: 0.0331 hartree/bohr
**Spin multiplicity**: 3
**Total charge**: -1
**HOMO (alpha / beta)**: -5.15 / -6.00 eV
**<S²>**: 2.011

Geometry (Å):
V: -0.148 0.036 -0.030
C: 2.546 -2.068 -2.156
C: 1.597 -1.299 -1.309
O: 0.407 -1.122 -1.702
O: 1.889 -0.897 -0.155
H: 3.233 -1.405 -2.685
H: 2.012 -2.674 -2.882
H: 3.157 -2.721 -1.530
C: -0.169 -2.628 2.990
C: -0.390 -1.536 1.980
O: 0.097 -0.405 2.196
O: -0.999 -1.773 0.892
H: -0.783 -2.409 3.865
H: 0.875 -2.591 3.297
H: -0.414 -3.601 2.576
C: 1.949 3.522 -0.858
C: 1.203 2.318 -0.353
O: 1.403 1.824 0.771
O: 0.289 1.829 -1.108
H: 1.242 4.232 -1.283
H: 2.668 3.230 -1.625
H: 2.509 3.996 -0.052
C: -4.101 1.006 -0.129
C: -2.640 0.723 -0.157
O: -2.062 0.191 -1.150
O: -1.929 1.035 0.836
H: -4.532 0.455 0.714
H: -4.618 0.675 -1.026
H: -4.291 2.058 0.075

Okay, here come the Löwdin numbers, in e, for every atom: atom 1 (V): 1.24, atom 2 (C): 0.00, atom 3 (C): -0.68, atom 4 (O): -0.06, atom 5 (O): -0.03, atom 6 (H): 0.08, atom 7 (H): 0.08, atom 8 (H): 0.08, atom 9 (C): 0.00, atom 10 (C): -0.70, atom 11 (O): -0.04, atom 12 (O): -0.06, atom 13 (H): 0.08, atom 14 (H): 0.08, atom 15 (H): 0.07, atom 16 (C): -0.01, atom 17 (C): -0.70, atom 18 (O): -0.02, atom 19 (O): -0.10, atom 20 (H): 0.07, atom 21 (H): 0.08, atom 22 (H): 0.07, atom 23 (C): 0.00, atom 24 (C): -0.68, atom 25 (O): -0.05, atom 26 (O): -0.05, atom 27 (H): 0.09, atom 28 (H): 0.08, atom 29 (H): 0.08


Computed, not measured: the ion C8H13BFI2N4O4S with charge +1 in a non-equilibrium geometry, with the ωB97M-V functional and the def2-TZVPD basis.

Output
**Largest force on an atom**: 0.0306 hartree/bohr
**Total charge**: +1
**HOMO**: -12.58 eV
**SMILES**: C/C(I)=C(\I)n1c(NCCF)nc(B(O)O)[n+]1S(C)(=O)=O

Geometry (Å):
C: 3.431 -1.195 -2.254
C: 2.365 -0.943 -1.247
I: 2.644 -1.907 0.589
C: 1.288 -0.185 -1.420
I: 0.943 0.892 -3.179
N: 0.315 -0.051 -0.410
C: 0.251 0.940 0.488
N: 1.086 1.947 0.567
C: 0.923 3.005 1.564
C: -0.326 3.861 1.352
F: 0.055 5.094 0.833
N: -0.797 0.762 1.318
C: -1.410 -0.335 0.921
B: -2.747 -0.792 1.703
O: -3.044 -2.048 2.076
O: -3.582 0.232 1.991
N: -0.765 -0.883 -0.152
S: -1.176 -2.276 -1.068
C: -2.055 -1.624 -2.450
O: -2.009 -3.059 -0.231
O: 0.052 -2.826 -1.527
H: 3.566 -0.357 -2.929
H: 4.363 -1.454 -1.763
H: 3.135 -2.078 -2.825
H: 1.836 2.016 -0.101
H: 1.771 3.673 1.453
H: 0.936 2.585 2.564
H: -0.838 4.042 2.293
H: -1.009 3.402 0.642
H: -2.340 -2.697 1.989
H: -4.046 0.054 2.819
H: -1.645 -0.646 -2.689
H: -3.106 -1.549 -2.190
H: -1.872 -2.325 -3.257

Okay, here come the Löwdin numbers, in e, for every atom: atom 1 (C): -0.16, atom 2 (C): -0.77, atom 3 (I): 1.04, atom 4 (C): -0.82, atom 5 (I): 1.04, atom 6 (N): -0.08, atom 7 (C): -0.35, atom 8 (N): 0.13, atom 9 (C): -0.11, atom 10 (C): -0.17, atom 11 (F): -0.05, atom 12 (N): 0.25, atom 13 (C): -0.07, atom 14 (B): -0.60, atom 15 (O): 0.21, atom 16 (O): 0.21, atom 17 (N): -0.05, atom 18 (S): 0.65, atom 19 (C): -0.10, atom 20 (O): -0.22, atom 21 (O): -0.27, atom 22 (H): 0.05, atom 23 (H): 0.06, atom 24 (H): 0.11, atom 25 (H): 0.15, atom 26 (H): 0.13, atom 27 (H): 0.13, atom 28 (H): 0.12, atom 29 (H): 0.11, atom 30 (H): 0.11, atom 31 (H): 0.13, atom 32 (H): 0.02, atom 33 (H): 0.09, atom 34 (H): 0.09


Computed, not measured: the molecule C8H13BFNO3 in a non-equilibrium geometry, with the ωB97M-V functional and the def2-TZVPD basis.

Output
**Largest force on an atom**: 0.2115 hartree/bohr
**HOMO**: -9.39 eV
**SMILES**: CB(O)[C@@H]1OCC[C@@]1(CCF)N=C=O

Geometry (Å):
C: 2.367 -1.153 0.759
B: 0.822 -1.651 0.424
O: 0.724 -3.021 -0.198
C: -0.552 -0.797 0.765
O: -1.577 -1.648 0.073
C: -1.751 -1.340 -1.386
C: -1.041 0.130 -1.498
C: -0.830 0.644 0.041
C: 0.047 1.963 0.397
C: 1.570 2.038 -0.148
F: 1.921 1.201 -1.306
N: -2.258 1.160 0.337
C: -2.524 1.098 1.682
O: -3.128 0.696 2.836
H: 2.891 -1.000 -0.289
H: 2.417 -0.207 1.452
H: 2.937 -2.012 1.315
H: 0.877 -2.967 -1.186
H: -0.556 -0.857 1.959
H: -0.997 -2.078 -1.940
H: -2.832 -1.399 -1.836
H: -1.956 0.810 -1.851
H: -0.257 0.360 -2.330
H: 0.099 2.037 1.588
H: -0.501 2.970 0.064
H: 1.769 3.169 -0.479
H: 2.319 1.854 0.755

Okay, here come the Löwdin numbers, in e, for every atom: atom 1 (C): -0.05, atom 2 (B): -0.29, atom 3 (O): 0.00, atom 4 (C): -0.12, atom 5 (O): -0.20, atom 6 (C): -0.12, atom 7 (C): -0.09, atom 8 (C): -0.35, atom 9 (C): -0.10, atom 10 (C): -0.15, atom 11 (F): -0.13, atom 12 (N): 0.10, atom 13 (C): -0.05, atom 14 (O): -0.01, atom 15 (H): 0.09, atom 16 (H): 0.06, atom 17 (H): 0.08, atom 18 (H): 0.11, atom 19 (H): 0.18, atom 20 (H): 0.12, atom 21 (H): 0.14, atom 22 (H): 0.12, atom 23 (H): 0.13, atom 24 (H): 0.14, atom 25 (H): 0.14, atom 26 (H): 0.13, atom 27 (H): 0.12


Computed, not measured: the molecule C8H13BO2 in a non-equilibrium geometry, with the ωB97M-V functional and the def2-TZVPD basis.

Output
**Largest force on an atom**: 0.0885 hartree/bohr
**HOMO**: -8.10 eV
**SMILES**: C[C@@H]1C=CC=C[C@@]1(C)B(O)O

Geometry (Å):
C: -0.051 0.062 2.047
C: 0.143 0.749 0.765
C: -0.820 1.894 0.450
C: -1.033 2.257 -0.820
C: -0.318 1.678 -1.905
C: 0.311 0.561 -1.714
C: 0.228 -0.282 -0.330
C: -0.956 -1.228 -0.475
B: 1.511 -1.264 -0.405
O: 1.902 -1.808 -1.581
O: 2.252 -1.548 0.660
H: -0.670 -0.823 1.849
H: -0.189 0.790 2.901
H: 0.937 -0.403 2.148
H: 1.043 1.356 0.662
H: -1.394 2.406 1.247
H: -1.704 3.083 -1.040
H: -0.159 2.203 -2.889
H: 1.033 0.091 -2.443
H: -1.911 -0.798 -0.319
H: -0.853 -1.951 0.292
H: -0.925 -1.892 -1.466
H: 2.363 -2.599 -1.752
H: 2.991 -2.143 0.664

Okay, here come the Löwdin numbers, in e, for every atom: atom 1 (C): -0.05, atom 2 (C): -0.37, atom 3 (C): -0.04, atom 4 (C): -0.13, atom 5 (C): -0.13, atom 6 (C): -0.02, atom 7 (C): -0.32, atom 8 (C): -0.04, atom 9 (B): -0.68, atom 10 (O): 0.19, atom 11 (O): 0.22, atom 12 (H): 0.08, atom 13 (H): 0.11, atom 14 (H): 0.07, atom 15 (H): 0.16, atom 16 (H): 0.11, atom 17 (H): 0.10, atom 18 (H): 0.13, atom 19 (H): 0.12, atom 20 (H): 0.08, atom 21 (H): 0.05, atom 22 (H): 0.15, atom 23 (H): 0.09, atom 24 (H): 0.11


Computed, not measured: a structure of composition C8H13BrInNO4P, with the ωB97M-V functional and the def2-TZVPD basis.

Output
**Largest force on an atom**: 0.0123 hartree/bohr
**Total charge**: -1
**HOMO**: -4.23 eV

Geometry (Å):
C: 4.397 -2.939 0.615
C: 3.697 -2.869 -0.746
In: 1.614 -3.590 -0.610
O: 1.500 -4.848 1.019
P: 0.156 -1.511 -0.123
O: 1.206 -0.248 -0.440
Br: 0.147 -1.448 2.157
H: 5.391 -2.468 0.599
H: 3.809 -2.430 1.384
H: 4.538 -3.976 0.936
H: 4.235 -3.442 -1.506
H: 3.701 -1.822 -1.087
H: 1.029 -4.449 -2.034
H: 0.597 -4.879 1.342
H: 2.021 -0.580 -0.836
C: -2.332 1.676 -1.380
C: -1.478 1.815 -0.295
C: -1.755 2.756 0.684
C: -2.885 3.540 0.547
C: -3.748 3.421 -0.527
C: -3.461 2.476 -1.497
N: -3.191 4.543 1.585
O: -2.413 4.660 2.511
O: -4.206 5.205 1.454
H: -2.113 0.929 -2.131
H: -0.602 1.188 -0.218
H: -1.107 2.875 1.539
H: -4.620 4.053 -0.596
H: -4.124 2.363 -2.345

Okay, here come the Löwdin numbers, in e, for every atom: atom 1 (C): -0.23, atom 2 (C): -0.38, atom 3 (In): 0.42, atom 4 (O): -0.46, atom 5 (P): 0.26, atom 6 (O): -0.54, atom 7 (Br): 0.06, atom 8 (H): 0.05, atom 9 (H): 0.05, atom 10 (H): 0.06, atom 11 (H): 0.01, atom 12 (H): 0.00, atom 13 (H): -0.12, atom 14 (H): -0.08, atom 15 (H): -0.02, atom 16 (C): -0.06, atom 17 (C): -0.06, atom 18 (C): 0.01, atom 19 (C): -0.16, atom 20 (C): -0.02, atom 21 (C): -0.08, atom 22 (N): -0.35, atom 23 (O): 0.07, atom 24 (O): 0.05, atom 25 (H): 0.11, atom 26 (H): 0.05, atom 27 (H): 0.12, atom 28 (H): 0.11, atom 29 (H): 0.10